DFT (ωB97M-V/def2-TZVPD) results for C2H2IOP in the gas phase in a non-equilibrium geometry.

Values from the calculation:
E_LUMO = -1.904 eV
largest force on an atom = 4.225 eV/A
total charge = 0
structure (SMILES) = [H]/P=C(\I)C=O
gap between HOMO and LUMO = 0.2734 Eh
E_tot = -791.57300 Eh
HOMO level = -9.3 eV
2S+1 = 1

Positions of all 7 atoms, in Å:
C (-1.065, -0.494, -0.203)
C (0.299, -0.225, 0.071)
O (-1.867, 0.143, -0.865)
P (1.286, -0.395, 1.404)
I (0.962, 1.641, -1.691)
H (-1.579, -1.399, 0.347)
H (1.965, 0.729, 0.936)

Table of natural (NBO) atomic charges, one value per atom, all in e:
1. C 0.257
2. C -0.489
3. O -0.473
4. P 0.589
5. I -0.058
6. H 0.158
7. H 0.017